A 2-piece molecular cluster, C3HClNP overall at a distorted geometry. Source: the Open Molecules 2025 dataset; level of theory: the ωB97M-V functional and the def2-TZVPD basis.

Geometry as XYZ:
```
7
Properties=species:S:1:pos:R:3:nbo_charge:R:1
C -4.22154 -0.92067 0.03919 0.23
C -1.67888 -0.63979 0.62295 -0.18
C -2.81877 -0.67813 0.42142 -0.12
N -5.28117 -1.14028 -0.32692 -0.24
P 1.55289 -0.58370 0.92369 0.26
Cl 1.29614 -2.07350 -0.27816 -0.24
H -0.98906 0.43382 0.58424 0.29
```

Output
HOMO level (alpha / beta)   -8.4266 / -8.4304 eV
Spin multiplicity   1
Charge   0
Energy relative to the best compared isomer or geometry (same formula, charge and spin)   355.7 kJ/mol
Orbital gap (alpha / beta)   0.25557 / 0.25506 Ha

C25H72InN10O7P4 as an isolated structure at a distorted geometry. Source: the Open Molecules 2025 dataset; level of theory: the ωB97M-V functional and the def2-TZVPD basis.

Geometry as XYZ:
```
119
Properties=species:S:1:pos:R:3:mulliken_charge:R:1
C 0.95613 1.71642 2.62888 -1.25
C -0.52135 1.34101 2.40472 0.05
C -0.71850 0.89258 0.96390 -0.32
C -2.16798 0.70734 0.46300 -0.09
C -2.66216 -0.74103 0.58089 -1.49
In -3.72417 2.03011 1.33560 0.59
C -5.81563 1.36787 0.85975 -0.96
C -6.70033 1.06674 2.03241 0.53
O -7.84178 0.72262 1.93025 -0.62
O -6.20981 1.24615 3.29541 -0.48
P -3.23814 4.46200 0.67811 0.59
N -2.83092 4.69582 -0.80761 -0.91
O -4.47476 5.46360 1.08589 -0.49
O -1.99911 5.00109 1.62976 -0.53
H 1.07985 2.05238 3.66314 0.44
H 1.19488 2.59039 2.01845 0.34
H 1.62853 0.88985 2.40753 0.13
H -0.71570 0.49085 3.06315 0.23
H -1.10530 2.21761 2.67391 0.11
H -0.22952 -0.08579 0.87186 0.01
H -0.19230 1.54121 0.25937 0.29
H -2.15040 0.92677 -0.61046 0.41
H -1.92693 -1.46918 0.21798 0.37
H -3.53009 -0.85126 -0.07926 0.34
H -3.02402 -0.99954 1.57960 0.30
H -3.53454 1.99123 3.11874 -0.41
H -5.76368 0.43372 0.29508 0.22
H -6.35003 2.09563 0.25062 0.38
H -5.46375 0.65022 3.44550 0.30
H -2.85710 3.82604 -1.32215 0.27
H -4.58038 5.42909 2.04606 0.29
H -2.12970 4.59480 2.49845 0.31
O 2.26281 -0.44574 0.05262 -0.63
P 3.09085 -1.00317 -1.05888 0.40
N 4.62378 -0.34636 -0.65004 0.21
C 5.67880 -0.02691 -1.58398 -0.57
C 5.14118 -0.70098 0.66198 -1.05
N 2.31132 -0.18076 -2.37012 0.26
C 2.85253 1.08451 -2.82418 -1.16
C 0.85795 -0.16427 -2.19010 -1.30
N 3.61791 -2.28396 -2.01209 0.21
C 4.28102 -3.39005 -1.33135 -1.12
C 3.62437 -2.36556 -3.45997 -0.89
H 6.20364 -0.91180 -1.97993 0.17
H 6.43120 0.58643 -1.08611 0.33
H 5.32863 0.56732 -2.42290 0.02
H 5.63061 -1.68713 0.66857 0.29
H 4.33522 -0.71310 1.39569 0.28
H 5.87208 0.03922 0.99465 0.36
H 3.02248 1.79989 -2.00846 0.34
H 2.15973 1.54185 -3.53332 0.39
H 3.78258 0.94676 -3.37829 0.31
H 0.50798 0.57796 -1.47122 0.41
H 0.48818 -1.13716 -1.86743 0.31
H 0.41099 0.06803 -3.16108 0.47
H 5.37280 -3.32085 -1.41221 0.29
H 3.96546 -4.35146 -1.74268 0.39
H 4.02433 -3.40093 -0.27085 0.33
H 4.44686 -1.78414 -3.88942 0.25
H 2.68818 -2.03024 -3.89306 0.27
H 3.75456 -3.40698 -3.76631 0.38
O 9.17408 -0.20479 -0.42445 -0.73
P 10.49418 -0.56139 0.15125 0.28
N 10.62919 0.50150 1.48218 0.20
C 11.86478 0.96810 2.06674 -0.74
C 9.54335 0.44144 2.45301 -0.84
N 11.55573 -0.11276 -1.15052 0.26
C 12.29641 1.13611 -1.11095 -1.13
C 10.93982 -0.28814 -2.46306 -1.10
N 11.48890 -1.80627 0.66823 0.30
C 10.99078 -2.63795 1.76108 -1.08
C 12.85562 -2.08426 0.26658 -0.86
H 12.38821 0.20748 2.66905 0.21
H 11.64694 1.80835 2.72809 0.39
H 12.55624 1.35018 1.32422 0.10
H 9.66923 -0.38151 3.17090 0.32
H 8.58802 0.30931 1.94643 0.09
H 9.48297 1.37505 3.01503 0.39
H 11.66395 2.00620 -0.88909 0.35
H 12.77522 1.30514 -2.07689 0.38
H 13.11427 1.09707 -0.39004 0.28
H 10.27150 0.53869 -2.72785 0.33
H 10.35851 -1.20780 -2.50140 0.34
H 11.72464 -0.35905 -3.22083 0.35
H 11.42201 -2.34338 2.72504 0.31
H 11.22009 -3.69117 1.58924 0.39
H 9.90528 -2.56049 1.84248 0.32
H 13.56239 -1.40281 0.75103 0.26
H 12.98767 -2.02774 -0.80822 0.27
H 13.11969 -3.10313 0.55924 0.38
O -10.06543 -0.60800 -1.64815 -0.88
P -11.20472 -0.37229 -0.72100 0.71
N -11.17571 -1.80955 0.21390 0.09
C -12.31783 -2.42481 0.84224 -0.77
C -9.93136 -2.06986 0.93372 -1.09
N -12.50369 -0.33224 -1.89232 0.26
C -13.31849 -1.50774 -2.12637 -1.13
C -12.10033 0.25984 -3.16229 -1.11
N -12.03470 0.59886 0.36195 0.23
C -11.30145 1.00383 1.56481 -0.99
C -13.43232 0.97884 0.33785 -0.90
H -12.67698 -1.89282 1.73948 0.21
H -12.04670 -3.43510 1.15562 0.38
H -13.15407 -2.54258 0.15896 0.12
H -9.87036 -1.51719 1.87916 0.38
H -9.07386 -1.78719 0.32572 0.30
H -9.83801 -3.13667 1.15306 0.37
H -12.72485 -2.41339 -2.31762 0.34
H -13.96355 -1.33884 -2.99145 0.38
H -13.99966 -1.69891 -1.29442 0.27
H -11.55067 -0.44326 -3.79898 0.32
H -11.46259 1.12742 -3.00283 0.36
H -12.99136 0.59613 -3.70124 0.33
H -11.57171 0.38470 2.42823 0.28
H -11.50393 2.04750 1.81154 0.40
H -10.22282 0.91766 1.41719 0.27
H -14.07642 0.16060 0.67905 0.26
H -13.75604 1.29790 -0.64729 0.29
H -13.58937 1.82835 1.00687 0.39
```

Output
HOMO level   -4.6601 eV
Spin multiplicity   1
Charge   -1
Orbital gap   0.22883 Ha

An isolated ion of composition C7H11N4 and charge +1 at a distorted geometry. Source: the Open Molecules 2025 dataset; level of theory: the ωB97M-V functional and the def2-TZVPD basis.

Geometry as XYZ:
```
22
Properties=species:S:1:pos:R:3:nbo_charge:R:1
C -1.38881 0.21142 1.69834 -0.13
C -1.21981 -1.98491 0.74011 -0.08
C -0.60195 0.55842 -1.30677 -0.27
C 0.80369 2.37568 -0.43352 -0.32
C 1.13208 -1.08962 -0.33175 0.11
C -0.03233 -0.37505 -0.22860 -0.08
C -0.00725 1.83793 0.67491 0.52
N -0.95933 -0.77260 0.75487 -0.23
N -0.72947 1.37740 1.46520 -0.26
N 0.37065 1.56096 -1.56817 -0.58
N 1.71318 -1.96676 0.53147 -0.77
H -1.88526 -0.05961 2.68031 0.25
H -1.89261 -2.32853 1.48721 0.20
H -0.97717 -2.67169 -0.05293 0.22
H -0.89634 0.08789 -2.30181 0.24
H -1.66649 0.92767 -1.05108 0.20
H 0.43403 3.36282 -0.61920 0.26
H 1.99492 2.46329 -0.17669 0.26
H 1.74554 -0.93973 -1.27000 0.24
H 0.10159 2.15876 -2.26145 0.38
H 1.26987 -2.35119 1.29148 0.40
H 2.69128 -2.38253 0.27809 0.43
```

Output
HOMO level   -11.4523 eV
Spin multiplicity   1
Charge   +1
Energy relative to the best compared isomer or geometry (same formula, charge and spin)   608.2 kJ/mol
Orbital gap   0.28829 Ha

C17H10BiN4O7 as an isolated structure at a distorted geometry. Source: the Open Molecules 2025 dataset; level of theory: the ωB97M-V functional and the def2-TZVPD basis.

Geometry as XYZ:
```
39
Properties=species:S:1:pos:R:3:nbo_charge:R:1
Bi 0.22672 -0.40843 0.05933 2.14
O 1.34918 -1.53530 -3.81273 -0.52
C 0.92118 -0.82097 -2.95294 0.77
O 1.09937 -1.18573 -1.67172 -0.89
C 0.22199 0.46613 -3.28315 -0.27
C 0.25878 0.82664 -4.63443 -0.10
C -0.35315 1.98095 -5.08495 0.00
C -1.01929 2.84149 -4.21281 -0.14
C -1.04804 2.50308 -2.88551 -0.02
C -0.46128 1.31612 -2.38947 0.42
O -0.66360 1.11467 -1.09609 -0.87
N -1.70560 3.32798 -1.87086 0.53
O -0.97717 3.97623 -1.16534 -0.35
O -2.90259 3.25086 -1.80461 -0.34
N -0.32459 2.33879 -6.50139 0.54
O -0.87940 3.36524 -6.80454 -0.36
O 0.24592 1.58549 -7.24666 -0.35
H 0.77112 0.17827 -5.33400 0.29
H -1.48929 3.73780 -4.59226 0.28
C 3.27314 0.48018 3.60033 -0.22
C 2.74064 -0.18084 4.69575 -0.12
C 1.58446 -0.93035 4.54056 -0.19
C 0.96298 -1.01757 3.29058 0.17
N 1.51074 -0.36745 2.25163 -0.54
C 2.61111 0.35182 2.39106 0.08
C -0.27703 -1.80000 3.09025 0.16
C -0.89280 -2.48506 4.14300 -0.19
C -2.06147 -3.19830 3.92433 -0.12
C -2.61311 -3.22370 2.65330 -0.21
C -1.95169 -2.52969 1.65415 0.06
N -0.83485 -1.85613 1.87048 -0.53
H 4.16717 1.07610 3.67273 0.25
H 3.21523 -0.11619 5.66243 0.25
H 1.17818 -1.44146 5.39646 0.23
H 2.96809 0.84081 1.49636 0.21
H -0.47156 -2.46995 5.13341 0.23
H -2.53217 -3.72504 4.73988 0.25
H -3.52214 -3.75923 2.43685 0.25
H -2.32516 -2.50726 0.64058 0.21
```

Output
HOMO level   -12.1155 eV
Spin multiplicity   1
Charge   +1
Energy relative to the best compared isomer or geometry (same formula, charge and spin)   157.3 kJ/mol
Orbital gap   0.24580 Ha

no.,molar mass (g mol⁻¹),total energy (eV)
1,117.47,-26422.3774
2,863.63,-98655.6807
3,151.19,-13385.8399
4,591.27,-43911.4092